Entry from the OMol25 dataset: a molecular structure, C3H11N5 in a non-equilibrium geometry (ωB97M-V with the def2-TZVPD basis set).

Structure (XYZ):
```
19
Properties=species:S:1:pos:R:3:forces:R:3
C 2.7267 -0.1431 0.0257 4.628 1.358 -1.554
C 1.4558 -0.8936 -0.0610 -0.785 1.354 1.594
C -0.8577 0.0380 -0.0141 4.585 -0.035 1.514
H 2.8245 0.9744 -0.5117 -0.802 -3.181 1.207
H 3.7079 -0.8308 -0.5722 -2.809 2.034 2.358
H 2.8427 0.0474 1.1216 0.907 -0.061 -0.978
H 1.4913 -1.6637 0.7248 -0.100 -0.157 -0.361
H 1.4824 -1.3355 -1.0301 -1.357 -0.393 -0.940
H -2.2467 1.2081 -1.0120 2.146 1.223 3.016
H -0.1636 2.2750 0.9184 -2.145 0.675 -0.860
H 0.1158 2.3203 -0.4872 -1.236 0.055 -0.795
H -0.8791 -2.0946 0.0973 -1.160 1.605 -0.273
H -2.7982 -0.5565 0.8201 -0.716 0.362 2.664
H -3.5120 -0.7993 -0.3745 1.528 -1.612 -1.311
N 0.4651 0.1825 0.3204 -4.118 -1.121 -2.806
N -1.6279 1.3282 -0.0542 -0.549 -3.266 -2.359
N -0.7730 2.5203 0.0445 2.037 -1.929 1.145
N -1.4823 -1.2637 -0.1439 4.352 2.166 -2.357
N -2.7716 -1.3134 0.1883 -4.407 0.921 1.096
```
Forces are in eV/Å.

- frontier orbital gap (eV) = 9.392
- lowest unoccupied orbital energy (eV) = 0.77
- energy relative to the best compared isomer or geometry (same formula, charge and spin) (kJ/mol) = 561.8